50
Properties=species:S:1:pos:R:3:forces:R:3 method="wB97M-V/def2-TZVPD" max_force_ev_per_a=0.79 e_homo_ev=-8.022 lumo_ev=0.65 relative_energy_kj_mol=332.7
C 3.56391 -0.11591 -4.01486 0.22 0.23 0.02
O 2.45702 -0.94811 -4.30977 -0.43 -0.23 0.23
C 1.38816 -0.81343 -3.44341 0.12 0.04 -0.06
C 0.18359 -0.35982 -3.96405 0.18 -0.06 0.00
C -0.91104 -0.18841 -3.14059 -0.02 0.02 -0.03
C -0.80288 -0.44519 -1.78589 0.01 -0.01 -0.04
C 0.37954 -0.92588 -1.24597 0.26 -0.03 -0.05
C 1.47671 -1.14479 -2.08541 0.02 -0.08 -0.11
O 2.63709 -1.64506 -1.52706 -0.32 0.45 -0.09
C 3.10866 -2.85703 -2.08829 0.13 -0.34 -0.10
H 4.02200 -3.09792 -1.54665 -0.04 -0.06 -0.03
H 2.37829 -3.66099 -1.94755 0.03 0.04 0.01
H 3.32571 -2.76557 -3.15460 -0.01 0.03 0.08
C 0.51885 -1.24756 0.22816 0.12 0.03 0.05
C -0.37210 -0.38430 1.07961 -0.02 -0.10 0.03
C -1.63572 -0.83922 1.42285 0.51 0.59 0.16
C -2.48772 -0.05846 2.19719 -0.17 0.05 0.10
C -2.07272 1.18995 2.62688 0.12 0.02 -0.10
C -0.80532 1.68695 2.26120 0.04 0.39 0.01
C 0.04656 0.89228 1.48554 -0.25 -0.06 0.18
O 1.29486 1.21322 1.06110 -0.41 -0.27 0.00
C 1.90861 2.43783 1.39602 0.35 0.37 0.12
H 2.92252 2.35691 1.00305 -0.07 0.03 0.02
H 1.94099 2.59473 2.47516 0.03 -0.01 -0.13
H 1.40748 3.28471 0.92089 0.01 -0.05 0.04
O -0.40097 2.93246 2.71241 -0.08 -0.60 0.14
C -1.13421 4.03309 2.21156 -0.12 0.24 -0.15
H -0.63729 4.91937 2.60284 -0.05 0.03 -0.06
H -1.11336 4.05494 1.11542 0.03 -0.01 0.05
H -2.17149 4.01649 2.55106 0.10 0.02 -0.04
O -2.82835 2.01309 3.40911 0.50 -0.03 -0.18
C -4.06892 1.54624 3.87835 -0.24 -0.09 0.07
H -4.45596 2.33822 4.51777 -0.02 -0.09 -0.04
H -4.77134 1.37097 3.05674 0.04 -0.01 0.04
H -3.95703 0.63008 4.46603 0.00 0.02 -0.03
H -3.46010 -0.44414 2.45653 -0.12 -0.01 0.08
N -2.06719 -2.08015 0.96471 -0.58 0.06 0.10
C -1.26746 -3.03752 0.41764 0.26 -0.23 -0.04
O -1.72902 -4.06413 -0.02920 -0.01 -0.17 -0.08
C 0.20743 -2.72486 0.49935 0.13 0.02 -0.08
H 0.74107 -3.37350 -0.19377 -0.09 -0.02 0.04
H 0.52670 -2.97745 1.51520 -0.01 -0.02 0.01
H -3.05382 -2.29382 1.02943 0.17 -0.08 -0.08
H 1.56069 -1.05798 0.49837 -0.19 -0.10 0.02
H -1.65088 -0.27498 -1.14090 -0.08 0.04 0.09
H -1.84441 0.16483 -3.55186 -0.08 0.03 -0.04
H 0.13359 -0.13954 -5.01913 0.03 0.02 -0.11
H 3.29787 0.93849 -4.14807 0.01 -0.06 0.00
H 3.92996 -0.26255 -2.99568 -0.02 -0.03 -0.05
H 4.34145 -0.38653 -4.72743 0.01 0.06 0.04